Version A
{"formula": "C10H14N2", "method": "the ωB97M-V functional and the def2-TZVPD basis", "species": ["C", "C", "C", "C", "C", "C", "C", "C", "C", "C", "N", "N", "H", "H", "H", "H", "H", "H", "H", "H", "H", "H", "H", "H", "H", "H"], "coordinates": [[0.41259, 3.27246, 1.27832], [0.87872, 1.98413, 1.64372], [-0.13852, -2.22630, 0.16388], [-1.49722, 1.85414, 1.40743], [-0.94104, 3.19987, 1.20662], [-0.19733, 0.92893, 1.65225], [0.37995, -0.11638, -0.63604], [0.32014, -1.60802, -1.06179], [1.74570, -2.21981, -1.47019], [-0.77018, -1.84667, -2.25836], [-0.40674, -1.38374, 1.13683], [-0.09901, -0.09632, 0.60758], [0.92952, 4.22744, 1.08537], [1.89405, 1.68422, 2.02289], [-0.45362, -3.27919, 0.30263], [-2.01288, 1.81536, 2.31901], [-2.19828, 1.51477, 0.60107], [-1.60870, 4.03437, 1.00550], [-0.18874, 0.44584, 2.59533], [0.91067, 0.58313, -1.28115], [2.02897, -2.36093, -2.58457], [1.63707, -3.30935, -1.27511], [2.36524, -1.53129, -0.90716], [-1.44162, -1.00286, -2.34674], [-1.31432, -2.69132, -2.06002], [-0.23443, -1.87248, -3.14731]], "mulliken_charge": [-0.47, -0.67, -0.63, -0.90, -0.28, 0.03, -1.23, 1.84, -1.34, -1.54, -0.86, 0.61, 0.41, 0.38, 0.40, 0.33, 0.31, 0.42, 0.46, 0.46, 0.27, 0.31, 0.48, 0.40, 0.36, 0.43], "homo_energy_ev": [-7.315, -5.657], "orbital_gap_ha": [0.300, 0.212]}

***

Version B
{"formula": "C10H14N2", "method": "the ωB97M-V functional and the def2-TZVPD basis", "species": ["C", "N", "C", "C", "C", "C", "C", "C", "C", "N", "C", "C", "H", "H", "H", "H", "H", "H", "H", "H", "H", "H", "H", "H", "H", "H"], "coordinates": [[1.07832, -2.32867, -0.85230], [1.47921, -1.07576, -0.60162], [1.00828, -0.50234, 0.74097], [1.66215, 0.74977, 0.93064], [1.21870, 1.74417, -0.04545], [-0.18197, 2.14312, -0.28420], [-0.97168, 0.94368, 0.00575], [-2.24678, 0.93190, -0.46716], [-3.10259, -0.11473, -0.22382], [-2.73978, -1.20695, 0.49443], [-1.44422, -1.24666, 1.07712], [-0.49372, -0.30582, 0.57393], [0.10587, -2.31490, -1.56526], [1.64104, -2.89499, -1.62484], [0.99372, -2.88047, 0.07290], [2.42652, -1.14567, -0.45278], [1.28201, -1.31039, 1.45007], [2.92098, 0.53032, 0.69286], [1.69338, 1.31482, 1.99170], [1.73793, 2.67239, 0.08962], [1.38387, 1.58090, -1.07845], [-0.66425, 2.82571, 0.44093], [-0.79217, 2.51771, -1.17554], [-2.52086, 1.83444, -1.07882], [-4.20847, -0.18464, -0.65070], [-1.26547, -2.27697, 1.54002]], "mulliken_charge": [-0.97, -0.35, -0.10, -0.54, -0.92, -0.81, 0.96, -0.71, -0.29, -0.60, -0.16, 0.07, 0.19, 0.36, 0.36, 0.24, 0.50, 0.21, 0.21, 0.50, 0.32, 0.36, 0.34, 0.23, 0.27, 0.32], "homo_energy_ev": -8.992, "smiles": "CN[C@H]1CCCc2ccncc21", "orbital_gap_ha": 0.360}

***

Stability verdict: version B, ahead by 0.0525 hartree

***

Version A
{"formula": "C5H8N5", "method": "the ωB97M-V functional and the def2-TZVPD basis", "species": ["C", "N", "N", "C", "N", "C", "N", "N", "C", "C", "H", "H", "H", "H", "H", "H", "H", "H"], "coordinates": [[1.36576, 1.82016, -0.16873], [0.49841, 0.60387, -0.17955], [-0.31996, 0.34163, 0.88295], [-0.98211, -0.86126, 0.67637], [-1.99548, -1.25600, 1.48315], [-0.61402, -1.39049, -0.54649], [-0.78380, -2.30430, -1.51000], [-0.01959, -2.04101, -2.53484], [0.67365, -0.96584, -2.34780], [0.47915, -0.35071, -1.12251], [1.03522, 2.55255, -0.91595], [1.61483, 2.15473, 0.72908], [2.28729, 1.57957, -0.51406], [0.05184, 0.70704, 1.73615], [-2.76287, -1.80141, 1.12615], [-2.48620, -0.61485, 2.11038], [-1.59434, -2.90488, -1.62381], [1.34975, -0.62606, -3.05089]], "mulliken_charge": [-0.98, 0.21, -0.26, 0.21, -0.49, 0.05, 0.21, -0.70, -0.72, 0.71, 0.30, 0.44, 0.43, 0.29, 0.25, 0.27, 0.27, 0.52], "homo_energy_ev": -12.637, "smiles": "Cn1[nH]c(=[NH2+])c2[nH]ncc21", "total_charge": 1, "orbital_gap_ha": 0.317}

***

Version B
{"formula": "C5H8N5", "method": "the ωB97M-V functional and the def2-TZVPD basis", "species": ["C", "C", "C", "N", "N", "C", "N", "N", "C", "N", "H", "H", "H", "H", "H", "H", "H", "H"], "coordinates": [[-2.56416, 1.33660, -0.76255], [-1.75814, 0.13782, -0.42886], [-1.98091, -0.63970, 0.63543], [-2.05292, -1.43011, 1.51606], [-0.71002, -0.14827, -1.20995], [0.29804, -1.02047, -1.38706], [1.31154, -1.29875, -0.60838], [1.70454, -0.71642, 0.40671], [2.57030, -0.07929, 1.04166], [3.42698, 0.85004, 0.65447], [-2.20986, 1.92609, -1.58090], [-3.60385, 1.12050, -1.21020], [-2.52305, 2.04866, 0.01462], [-2.58924, -2.17647, 1.95800], [0.24610, -1.73172, -2.19129], [2.65105, -0.40783, 2.20672], [4.21336, 1.15187, 1.24446], [3.57024, 1.07746, -0.29894]], "mulliken_charge": [-1.30, 0.53, 0.41, -0.22, -0.36, 0.01, -0.40, 0.16, 0.07, -0.36, 0.40, 0.30, 0.35, 0.33, 0.38, 0.22, 0.25, 0.22], "homo_energy_ev": [-12.502, -11.831], "smiles": "C/C(C#[NH+])=N/C=N\\N=C/N", "total_charge": 1, "orbital_gap_ha": [0.273, 0.226]}

***

Stability verdict: version A, ahead by 0.0997 hartree

***

Version A
{"formula": "C3H4BrNS", "method": "the ωB97M-V functional and the def2-TZVPD basis", "species": ["C", "C", "C", "N", "S", "Br", "H", "H", "H", "H"], "coordinates": [[-0.60111, -0.49790, 0.11525], [0.70086, -0.82529, 0.09171], [-1.22648, 0.89628, -0.05891], [1.66513, -0.05656, -0.16719], [-0.06432, 2.26608, 0.06264], [3.41694, -0.41729, 0.04761], [-1.38300, -1.19740, 0.42893], [0.87213, -1.90427, 0.19168], [-1.19374, 0.77050, -1.14478], [-2.18640, 0.96587, 0.43306]], "mulliken_charge": [-0.63, 0.36, -0.45, -0.34, -0.18, -0.01, 0.29, 0.32, 0.27, 0.36], "homo_energy_ev": [-7.802, -7.858], "orbital_gap_ha": [0.199, 0.196]}

***

Version B
{"formula": "C3H4BrNS", "method": "the ωB97M-V functional and the def2-TZVPD basis", "species": ["C", "C", "C", "N", "S", "Br", "H", "H", "H", "H"], "coordinates": [[-1.55368, -1.28131, 0.21898], [1.87974, -1.06056, -2.07252], [-1.80996, 0.35650, 1.97902], [-1.75655, -0.61751, 1.17667], [2.15986, -2.66237, -1.98929], [-2.48266, -2.77154, -0.28670], [0.86421, -0.75377, -2.40949], [2.70467, -0.28183, -1.86777], [-2.11738, 1.21424, 1.58227], [-1.62756, 0.25396, 2.97556]], "mulliken_charge": [0.01, -0.31, -0.40, -0.08, -0.18, -0.06, 0.23, 0.24, 0.26, 0.27], "homo_energy_ev": -8.171, "orbital_gap_ha": 0.291}

***

Stability verdict: version B, ahead by 0.0318 hartree